DFT (the ωB97M-V functional and the def2-TZVPD basis) results for a molecular structure, C24H36FO18.

Each line ends with the Mulliken charge.
Atoms and positions in Å:
F -0.3803 0.1956 0.1272  -0.745
C -0.4563 -5.1284 1.7822  -1.392
C -1.2973 -3.9264 2.1222  0.994
C -1.4493 -3.0014 0.9112  0.235
O -2.7843 -3.2474 0.6042  -0.236
C -3.4023 -3.9384 1.3722  0.526
O -4.6373 -4.1834 1.2712  -0.682
O -2.6063 -4.2584 2.4202  -0.404
H 0.6627 -4.6894 1.8522  0.202
H -0.9353 -5.7294 0.9892  0.289
H -0.2263 -5.8554 2.5192  0.423
H -1.1023 -3.3744 3.1922  0.105
H -0.7423 -3.3074 0.0922  -0.080
H -1.0963 -2.0884 1.3682  -0.026
C -0.5473 -1.4444 -3.0338  -2.076
C 0.9067 -0.8914 -3.1658  1.033
C 1.8617 -1.5974 -2.1728  -0.737
O 3.0827 -1.7534 -3.0368  -0.441
C 2.6957 -1.7754 -4.3028  0.638
O 3.4727 -2.0604 -5.2268  -0.629
O 1.4437 -1.3484 -4.3588  -0.419
H -1.0973 -1.2884 -2.2768  0.506
H -0.7803 -2.5154 -3.0978  0.494
H -1.1523 -1.0014 -3.7298  0.629
H 0.9427 0.0696 -2.9248  0.170
H 1.4927 -2.3524 -2.0238  1.121
H 2.1107 -0.9304 -1.1588  -0.311
C 0.3127 -0.3274 3.9332  -1.116
C 1.4167 -1.0894 3.1322  0.255
C 2.8507 -0.7484 3.8282  -0.233
O 3.0617 -1.9964 4.3982  -0.346
C 2.3037 -2.9624 4.0102  0.475
O 2.4587 -4.0804 4.4162  -0.594
O 1.3947 -2.5414 3.1472  -0.057
H 0.3097 -0.8774 4.9202  0.426
H -0.6433 -0.4134 3.5472  0.160
H 0.3197 0.8336 4.4452  0.241
H 1.5027 -0.8524 2.1872  0.293
H 2.8937 0.1256 4.4622  0.382
H 3.6977 -0.5154 2.7942  0.118
C 3.3577 4.0446 1.2902  -1.150
C 3.9487 2.7126 0.8582  0.139
C 3.1487 1.4786 0.4042  0.209
O 3.3747 1.5076 -1.0888  -0.182
C 4.3587 2.3676 -1.2358  0.498
O 4.8237 2.5886 -2.3768  -0.716
O 4.7897 2.9756 -0.2698  -0.284
H 3.2297 4.1996 2.3872  0.355
H 2.3857 4.0586 0.7622  0.191
H 4.0917 4.9356 1.0902  0.290
H 4.7217 2.5756 1.5822  0.292
H 1.9167 1.4346 0.5522  0.147
H 3.5967 0.4946 0.7272  0.164
C -0.4563 3.0236 -4.1918  -1.576
C -0.9403 3.1536 -2.6778  1.059
C 0.2377 3.0386 -1.6178  -0.154
O 0.1647 4.3486 -1.1548  -0.336
C -0.8883 4.9396 -1.4948  0.548
O -1.2273 6.1316 -1.1168  -0.719
O -1.4813 4.3186 -2.4498  -0.298
H 0.2157 3.8396 -4.4688  0.394
H -1.4973 3.2336 -4.7518  0.301
H -0.0483 2.1426 -4.5098  0.440
H -1.7403 2.3576 -2.5518  -0.195
H 1.1037 2.8306 -2.2038  0.222
H 0.3317 2.4186 -0.9218  0.305
C -4.4263 -0.1904 1.5692  -2.148
C -4.5363 0.7486 0.4262  0.675
C -3.4703 0.5946 -0.7218  0.207
O -4.2233 0.9736 -1.8138  -0.359
C -5.5283 0.9006 -1.6188  0.594
O -6.3583 1.1286 -2.4208  -0.598
O -5.7523 0.6566 -0.3748  -0.412
H -4.3503 -1.1354 1.2192  0.620
H -5.0993 -0.0644 2.3432  0.487
H -3.4283 -0.2294 1.8872  0.517
H -4.5433 1.6886 0.8742  0.291
H -3.1463 -0.4434 -0.8898  -0.128
H -2.5173 1.0906 -0.3878  0.121

## Properties
largest force on an atom	18.13	eV/A
total charge	-1
highest occupied orbital energy	-7.1	eV
E_LUMO	1.669	eV
ΔE to the lowest compared entry with this formula, charge and spin	11.554	eV

DFT (the ωB97M-V functional and the def2-TZVPD basis) results for a molecular structure, C24H36FeN4O3.

Each line ends with the Mulliken charge.
Atoms and positions in Å:
Fe -0.0036 -0.0238 -1.7793  1.048
N 0.9711 1.1687 -3.7639  -0.451
C 0.1167 2.3596 -3.9019  -0.635
C -0.3095 2.8291 -2.4634  0.660
O -0.1054 3.9799 -2.1213  -0.660
O -0.8203 1.9052 -1.7607  -0.713
H 1.8744 1.4697 -3.4041  0.216
H 1.1425 0.7568 -4.6776  0.240
H -0.7859 2.0830 -4.4527  0.317
H 0.6160 3.1860 -4.4185  0.363
C -0.4739 -1.1193 3.0405  -1.470
C -0.8254 -2.0870 1.9493  0.162
C -1.0979 -3.4218 2.2428  -0.833
C -1.3724 -4.3170 1.2184  0.507
C -1.6715 -5.7556 1.5331  -1.590
C -1.3719 -3.8976 -0.0996  -0.224
C -1.1164 -2.5530 -0.4474  0.345
C -0.8516 -1.6743 0.6384  -0.671
N -1.0488 -1.9747 -1.6552  -0.205
C -1.4438 -2.4648 -2.9578  2.005
C -0.1625 -2.5085 -3.8182  -1.496
C -2.3914 -1.3953 -3.5466  -1.448
C -2.1541 -3.8221 -3.0770  -2.319
H -0.8434 -1.4579 4.0055  0.476
H -0.8841 -0.1344 2.8314  0.240
H 0.6098 -1.0203 3.1092  0.191
H -1.0902 -3.7620 3.2676  0.323
H -1.4528 -5.9740 2.5758  0.375
H -1.0774 -6.4178 0.9042  0.357
H -2.7252 -5.9726 1.3504  0.301
H -1.5382 -4.6387 -0.8591  0.337
H -0.6849 -0.6199 0.3964  0.801
H 0.3358 -1.5330 -3.7704  0.196
H -0.3960 -2.7425 -4.8540  0.472
H 0.5126 -3.2647 -3.4244  0.334
H -1.9388 -0.4048 -3.4341  0.176
H -3.3390 -1.3967 -3.0121  0.353
H -2.5810 -1.5889 -4.6005  0.462
H -1.4723 -4.6487 -2.8933  0.421
H -2.5214 -3.9265 -4.0973  0.507
H -3.0026 -3.8892 -2.4002  0.490
C 1.8305 5.6118 3.0785  -1.120
C 1.1876 4.3809 3.7051  -0.839
N 1.1003 3.2659 2.7726  0.209
C -0.2277 2.8943 2.3303  0.130
C -0.8515 3.9127 1.3789  -1.248
C 2.2458 2.6018 2.5266  0.193
O 3.3016 2.8974 3.0661  -0.673
C 2.2411 1.4256 1.5921  0.636
C 2.9107 0.2765 2.0134  -0.501
C 3.0168 -0.7995 1.1495  -0.643
C 2.4822 -0.6842 -0.1204  -0.351
N 1.8615 0.4184 -0.5479  -0.412
C 1.7478 1.4506 0.2936  -0.245
H 1.8513 6.4183 3.8067  0.394
H 1.2745 5.9342 2.2027  0.277
H 2.8501 5.3829 2.7828  0.307
H 0.1780 4.6114 4.0453  0.440
H 1.7876 4.0641 4.5646  0.420
H -0.8590 2.8106 3.2251  0.398
H -0.1978 1.9151 1.8503  -0.365
H -0.9494 4.8849 1.8575  0.385
H -1.8419 3.5705 1.0888  0.422
H -0.2656 4.0286 0.4705  0.274
H 3.3552 0.2572 2.9964  0.521
H 3.5177 -1.7056 1.4496  0.471
H 2.5716 -1.4841 -0.8445  0.408
H 1.2556 2.3289 -0.1059  0.554

## Properties
largest force on an atom	2.43	eV/A
highest occupied orbital energy (spin up / spin down)	-6.7 / -6.7	eV
E_LUMO (spin up / spin down)	-0.078 / -0.210	eV
multiplicity	5
<S²>	6.01

DFT (the ωB97M-V functional and the def2-TZVPD basis) results for 12 unconnected molecules or ions with the total composition C24H36N12.

Each line ends with the Mulliken charge.
Atoms and positions in Å:
C 3.6928 -3.7576 -2.1706  -0.928
C 2.8104 -3.0650 -1.2241  0.365
N 2.1723 -2.5209 -0.4499  -0.366
H 3.8769 -4.7344 -1.7233  0.363
H 4.5378 -3.0876 -2.3292  0.266
H 3.1993 -3.9126 -3.1300  0.300
C 3.5131 0.5724 4.2085  -0.876
C 3.3208 0.7270 2.7371  0.525
N 3.1683 0.9255 1.5776  -0.475
H 2.9531 1.3484 4.7305  0.234
H 4.4990 0.7532 4.6367  0.344
H 3.1234 -0.3822 4.5621  0.268
C 2.8873 3.7603 -1.9364  -0.280
C 4.0769 4.4894 -2.3638  0.165
N 5.0592 4.9530 -2.7712  -0.431
H 3.1268 2.8781 -1.3427  -0.068
H 2.6281 3.3005 -2.8900  0.233
H 2.0985 4.3498 -1.4692  0.392
C -0.0676 -1.5388 -3.5725  0.065
C -1.0133 -2.5789 -3.3075  0.240
N -1.7862 -3.4137 -3.1041  -0.555
H 0.8628 -2.0932 -3.6953  0.135
H 0.0536 -0.9446 -2.6668  -0.347
H -0.3790 -1.0545 -4.4980  0.457
C -2.1812 2.1794 -2.8628  0.023
C -3.6240 2.1900 -3.1434  0.122
N -4.7694 2.2593 -3.3916  -0.422
H -1.5808 2.0619 -3.7648  0.335
H -1.9604 1.3413 -2.2018  -0.420
H -1.7902 3.0776 -2.3848  0.328
C -1.4908 3.6362 5.2471  -0.902
C -1.3374 2.4818 4.3820  0.314
N -1.1909 1.5812 3.7050  -0.284
H -2.4219 4.1785 5.0828  0.298
H -0.6118 4.2453 5.0363  0.283
H -1.4317 3.3363 6.2934  0.292
C 4.0697 0.4366 -2.2928  -0.222
C 3.2791 -0.0476 -3.4079  0.473
N 2.5960 -0.4885 -4.2912  -0.560
H 4.7076 1.3035 -2.4651  0.333
H 4.7342 -0.3549 -1.9464  0.262
H 3.4226 0.6977 -1.4554  -0.291
C -2.2588 -1.3695 3.2209  -0.531
C -0.7641 -1.5257 3.4102  0.406
N 0.3817 -1.6137 3.4858  -0.447
H -2.4963 -0.7347 2.3672  -0.120
H -2.6951 -1.0144 4.1545  0.355
H -2.7420 -2.3111 2.9598  0.384
C -4.1799 2.5881 2.3525  -1.052
C -3.2763 1.9397 1.4031  0.391
N -2.5562 1.4311 0.6404  -0.221
H -4.1896 2.0835 3.3185  0.284
H -5.2174 2.5287 2.0237  0.360
H -3.9552 3.6416 2.5192  0.273
C -0.7889 -4.0739 -0.0172  0.259
C -0.0192 -4.9639 0.8884  0.005
N 0.5830 -5.6020 1.6053  -0.418
H -1.3090 -3.2678 0.5002  -0.261
H -1.5141 -4.7001 -0.5369  0.476
H -0.0727 -3.6637 -0.7291  -0.154
C 0.1665 -0.2483 0.5547  0.319
C 0.5108 0.6366 -0.6093  -0.239
N 0.7845 1.3235 -1.4833  -0.347
H -0.2292 0.3761 1.3558  0.001
H 1.0763 -0.6798 0.9720  0.544
H -0.5454 -1.0255 0.2768  -0.251
C -3.3755 -1.6038 -1.0138  0.214
C -4.0564 -1.3027 -2.2798  -0.042
N -4.5792 -1.0546 -3.2330  -0.395
H -4.0123 -1.4304 -0.1463  0.475
H -2.5763 -0.8627 -1.0125  -0.394
H -2.9268 -2.5899 -0.8941  0.136

## Properties
largest force on an atom	5.72	eV/A
highest occupied orbital energy	-10.9	eV
SMILES	CC#N.CC#N.CC#N.CC#N.CC#N.CC#N.CC#N.CC#N.CC#N.CC#N.CC#N.CC#N
E_LUMO	-0.195	eV
ΔE to the lowest compared entry with this formula, charge and spin	1.805	eV